{
  "formula": "C16H41F3N3O20P3",
  "method": "ωB97M-V/def2-TZVPD",
  "species": ["P", "P", "P", "F", "F", "F", "O", "O", "O", "O", "O", "O", "O", "O", "O", "O", "O", "O", "O", "O", "O", "O", "O", "O", "O", "O", "N", "N", "N", "C", "C", "C", "C", "C", "C", "C", "C", "C", "C", "C", "C", "C", "C", "C", "C", "H", "H", "H", "H", "H", "H", "H", "H", "H", "H", "H", "H", "H", "H", "H", "H", "H", "H", "H", "H", "H", "H", "H", "H", "H", "H", "H", "H", "H", "H", "H", "H", "H", "H", "H", "H", "H", "H", "H", "H", "H"],
  "coordinates": [[-4.360, -3.102, -2.564], [-2.395, -5.300, 0.965], [5.339, 3.848, 1.024], [-1.221, 3.603, -1.455], [-0.872, 5.719, -1.775], [0.162, 4.695, -0.211], [0.991, -2.472, 1.150], [-4.764, -2.685, -1.109], [5.131, 5.414, 1.065], [0.340, 1.969, 1.118], [-3.186, -5.931, -0.057], [-4.545, -4.508, -2.856], [-5.024, 1.663, 1.207], [0.934, 1.375, -0.839], [2.007, 4.381, -1.970], [0.484, -1.920, 3.169], [6.778, 3.678, 1.558], [-0.980, -4.746, 0.540], [-2.885, -2.522, -2.770], [-3.113, -4.038, 1.578], [4.563, 3.282, 2.250], [-5.187, -2.104, -3.465], [0.517, 4.072, -3.636], [5.038, 3.224, -0.260], [-1.956, -6.173, 2.228], [-3.960, 0.196, 2.374], [-4.110, 1.313, 1.927], [0.193, 1.308, 0.121], [1.272, -2.055, 2.259], [3.187, 4.068, -2.741], [-2.551, -3.292, 2.647], [-5.068, -2.163, -4.880], [-1.791, -3.274, -2.223], [-2.983, -6.928, 2.893], [3.137, 3.213, 2.163], [-3.059, 2.316, 2.201], [-0.094, -5.449, -0.319], [0.819, 4.272, -2.497], [-4.324, -1.501, -0.446], [4.148, 6.051, 0.222], [2.680, -1.631, 2.483], [3.442, 2.583, -2.684], [7.845, 3.917, 0.632], [-0.855, 0.251, 0.141], [-0.300, 4.562, -1.466], [4.575, 6.996, -0.093], [3.150, 4.423, -3.769], [-2.076, -4.324, -2.116], [-2.543, 2.506, 1.266], [2.841, 2.163, 2.234], [3.845, 5.386, -0.587], [-5.180, -0.987, -0.017], [3.346, -2.420, 2.163], [2.689, 3.717, 3.015], [-2.431, 2.020, 3.032], [-1.691, 0.448, -0.525], [-5.836, -2.819, -5.296], [2.814, -0.705, 1.930], [2.770, -1.413, 3.542], [-0.976, -3.283, -2.948], [-3.162, -6.488, 3.874], [0.290, -6.343, 0.173], [-5.224, -1.164, -5.280], [-3.302, -3.088, 3.411], [7.570, 4.588, -0.184], [-3.819, -0.795, -1.112], [-2.599, -7.931, 3.096], [-0.358, -0.658, -0.192], [3.239, 6.259, 0.795], [2.791, 2.009, -3.340], [2.749, 3.570, 1.209], [3.965, 4.593, -2.193], [-1.763, -3.842, 3.168], [-0.573, -5.704, -1.262], [-1.183, 0.170, 1.170], [8.153, 2.977, 0.177], [-3.631, -1.809, 0.336], [8.658, 4.366, 1.194], [-3.869, -7.031, 2.272], [-1.481, -2.856, -1.269], [4.473, 2.418, -3.009], [-3.510, 3.264, 2.494], [0.741, -4.777, -0.516], [-4.095, -2.549, -5.187], [3.359, 2.279, -1.644], [-2.140, -2.349, 2.294]],
  "atomic_forces_ev_per_a": [[0.0, 0.6, 0.0], [1.0, 0.6, 1.0], [-0.4, 0.2, 0.0], [-0.2, -0.2, -0.1], [-0.4, 0.3, -0.3], [0.0, -0.2, 0.0], [0.1, 0.1, 0.2], [-0.2, 0.1, 0.2], [-0.3, 0.4, -0.4], [-0.3, 0.6, 0.8], [-0.7, -0.8, -0.8], [0.1, -0.6, -0.1], [0.1, -0.1, 0.2], [-0.4, 0.0, -0.3], [0.0, 0.3, 0.4], [0.0, 0.0, 0.1], [1.1, 0.0, 0.2], [0.0, 0.4, 0.1], [0.3, 0.0, 0.0], [-0.2, 0.2, 0.0], [-0.5, -0.2, 0.7], [-0.1, 0.4, 0.2], [0.1, -0.3, -0.2], [-0.2, 0.0, -0.6], [-0.3, -0.3, -0.1], [0.1, -0.2, 0.2], [-0.1, 0.1, -0.3], [0.5, -0.5, -0.5], [-0.1, -0.1, -0.4], [0.4, -0.4, -0.1], [0.4, 0.1, 0.9], [-0.2, -0.3, -0.4], [-0.1, -0.6, -0.5], [0.5, -0.5, 0.3], [-0.3, -0.8, 0.1], [0.0, 1.0, 0.4], [0.3, 0.0, 0.0], [-0.5, 0.1, -0.3], [0.2, 0.1, 0.0], [-0.3, -0.2, 0.5], [-0.2, 0.3, 0.6], [0.4, 0.1, 0.0], [0.4, 0.0, -0.2], [0.0, -0.4, 0.1], [0.8, 0.2, 0.6], [0.0, 0.0, -0.3], [-0.4, 0.3, 0.1], [-0.2, 0.1, 0.3], [0.2, -0.2, 0.1], [0.1, 0.1, -0.1], [0.3, 0.3, 0.0], [-0.1, -0.2, 0.1], [0.0, 0.0, -0.2], [0.1, 0.3, -0.1], [0.2, -0.5, -0.3], [0.2, 0.4, -0.1], [0.0, 0.0, 0.1], [0.1, -0.1, -0.2], [0.1, -0.1, 0.0], [0.0, 0.4, 0.1], [-0.3, 0.3, -0.2], [-0.1, -0.1, 0.0], [0.1, 0.1, 0.1], [-0.3, 0.0, -0.4], [-0.2, 0.1, 0.2], [-0.1, -0.2, -0.2], [0.1, 0.1, -0.2], [-0.1, 0.0, 0.1], [0.2, 0.0, 0.1], [-0.2, 0.0, 0.1], [0.0, 0.2, 0.1], [0.1, -0.1, -0.3], [0.1, 0.0, -0.3], [-0.1, -0.1, 0.1], [-0.1, -0.1, 0.0], [0.0, 0.0, 0.2], [-0.1, 0.1, 0.1], [0.0, -0.1, 0.0], [-0.2, 0.2, 0.1], [0.0, 0.0, 0.0], [-0.1, -0.1, 0.1], [-0.4, -0.2, -0.2], [0.0, 0.0, 0.0], [0.0, 0.1, 0.0], [0.0, -0.3, -0.2], [0.0, 0.0, -0.2]],
  "smiles": "CCOC(=O)C(F)(F)F.COP(=O)(OC)OC.COP(=O)(OC)OC.COP(=O)(OC)OC.C[N+](=O)[O-].C[N+](=O)[O-].C[N+](=O)[O-]",
  "energy_ev": -98695.0839,
  "homo_lumo_gap_ev": 9.74,
  "e_homo_ha": -0.3724
}